A 11-piece molecular cluster, C30H86N10O4 overall, computed with ωB97M-V/def2-TZVPD.

CARTESIAN COORDINATES (ANGSTROEM)
N: -3.055 -0.482 -5.730
H: -3.659 -1.118 -5.228
H: -2.065 -0.664 -5.652
H: -3.281 0.468 -5.472
H: -3.312 -0.476 -6.706
N: -2.809 -2.486 0.335
H: -3.044 -1.819 1.056
H: -2.129 -3.170 0.636
H: -2.394 -2.021 -0.459
H: -3.626 -2.892 -0.098
N: -0.814 -3.119 -7.183
H: -1.752 -3.110 -7.555
H: -0.767 -3.201 -6.177
H: -0.498 -2.177 -7.365
H: -0.348 -3.788 -7.780
N: 1.108 1.208 -7.128
H: 1.719 0.966 -6.361
H: 0.477 0.477 -7.427
H: 1.618 1.422 -7.973
H: 0.672 2.105 -6.966
N: 2.877 3.579 -2.574
H: 2.629 4.398 -2.037
H: 3.804 3.674 -2.964
H: 2.234 3.548 -3.353
H: 2.706 2.702 -2.103
N: -2.971 -4.165 -3.647
H: -3.234 -4.098 -2.675
H: -2.048 -3.793 -3.821
H: -3.709 -3.782 -4.219
H: -3.020 -5.174 -3.669
C: 0.652 -0.804 -4.571
C: 1.348 0.076 -3.829
C: 1.131 0.197 -2.313
O: 1.695 1.145 -1.632
C: 0.260 -0.561 -1.585
C: -0.468 -1.596 -2.295
C: -0.266 -1.753 -3.941
O: -0.889 -2.671 -4.499
O: -1.174 -2.394 -1.697
O: 2.053 0.925 -4.496
H: 0.947 -0.849 -5.609
H: 0.104 -0.414 -0.526
C: -2.520 1.061 0.590
C: -2.600 0.533 2.046
N: -3.517 -0.573 2.112
C: -4.904 -0.293 1.767
C: -5.522 0.815 2.626
C: -3.390 -1.151 3.482
C: -3.934 -2.566 3.515
H: -3.450 1.582 0.362
H: -2.205 0.263 -0.083
H: -1.795 1.872 0.524
H: -1.589 0.283 2.365
H: -2.861 1.253 2.822
H: -5.683 -1.052 1.829
H: -5.131 0.070 0.764
H: -6.453 1.023 2.100
H: -4.789 1.622 2.624
H: -5.804 0.571 3.650
H: -2.344 -1.148 3.790
H: -3.964 -0.615 4.238
H: -3.731 -2.950 4.514
H: -5.005 -2.549 3.310
H: -3.473 -3.199 2.757
C: 2.902 6.084 1.375
C: 2.970 5.449 0.029
N: 1.875 5.608 -0.869
C: 0.778 4.751 -0.338
C: -0.385 4.459 -1.333
C: 1.386 6.965 -1.106
C: 2.293 7.855 -1.961
H: 3.186 7.128 1.509
H: 3.596 5.548 2.023
H: 1.947 5.904 1.869
H: 3.862 5.896 -0.411
H: 3.152 4.387 0.195
H: 1.082 3.712 -0.210
H: 0.459 5.136 0.631
H: -0.989 5.359 -1.452
H: -0.066 4.183 -2.338
H: -1.043 3.745 -0.838
H: 1.140 7.374 -0.126
H: 0.477 6.911 -1.707
H: 2.423 7.431 -2.957
H: 3.290 7.991 -1.543
H: 1.701 8.767 -2.035
C: -0.186 -5.481 3.433
C: -1.206 -4.661 2.607
N: -0.866 -4.309 1.184
C: -0.933 -5.465 0.288
C: -2.364 -5.991 -0.009
C: 0.420 -3.567 0.988
C: 0.619 -2.248 1.749
H: -0.545 -5.603 4.455
H: 0.753 -4.932 3.499
H: -0.078 -6.461 2.968
H: -2.044 -5.358 2.618
H: -1.390 -3.806 3.258
H: -0.479 -5.381 -0.699
H: -0.411 -6.296 0.761
H: -2.258 -6.970 -0.475
H: -2.799 -6.341 0.928
H: -3.029 -5.248 -0.449
H: 0.521 -3.267 -0.055
H: 1.232 -4.213 1.323
H: 0.620 -2.432 2.824
H: -0.027 -1.393 1.554
H: 1.640 -1.892 1.616
C: 4.449 2.662 5.118
C: 4.602 1.222 4.767
N: 3.398 0.418 4.597
C: 2.528 0.918 3.503
C: 3.160 0.985 2.031
C: 3.806 -1.022 4.392
C: 4.359 -1.661 5.637
H: 5.403 3.182 5.205
H: 3.957 2.783 6.083
H: 3.848 3.225 4.404
H: 5.211 1.111 3.870
H: 5.129 0.811 5.628
H: 1.701 0.209 3.453
H: 2.010 1.837 3.778
H: 3.687 1.929 1.898
H: 3.798 0.125 1.828
H: 2.418 0.948 1.234
H: 4.668 -0.981 3.726
H: 3.114 -1.704 3.900
H: 5.271 -1.149 5.943
H: 4.657 -2.689 5.430
H: 3.564 -1.649 6.382

* expectation value of S²: 0.75
* DFT total energy: -55541.11641 eV
* multiplicity: 2
* net charge: +5

These are the Löwdin partial charges, in e, on atoms 1 to 6: 0.36, 0.15, 0.10, 0.17, 0.16, 0.29